This record from OMol25 describes a gas-phase ion, C7H13N4O (charge +1) at a distorted geometry. The level of theory is ωB97M-V/def2-TZVPD.

The geometry in XYZ format:
```
25
Properties=species:S:1:pos:R:3:forces:R:3:lowdin_charge:R:1
H -0.74051 1.53307 -1.30630 -0.344 -0.767 -0.188 0.14
H 2.96805 1.35324 0.27117 -0.460 0.110 -0.447 0.11
H -0.84661 -3.62549 -0.83853 0.846 0.430 0.447 0.16
N -1.42556 -1.66036 -1.03865 1.310 -0.509 0.709 0.17
C 3.32493 -0.56842 -0.17028 0.052 0.107 -0.825 -0.11
H -2.39003 0.70459 -1.52293 0.966 -0.414 -0.082 0.13
O -2.20764 2.73547 0.63550 -1.435 -2.458 0.148 -0.06
C -1.94642 1.33221 0.54547 -1.670 0.983 -1.621 -0.27
C 1.22931 0.42304 0.58632 0.025 0.359 0.068 -0.14
N 0.52045 -2.01974 -0.01883 -0.914 0.216 -0.173 0.19
C -3.46018 1.88791 0.59805 5.096 -2.205 -0.005 0.00
H -3.69340 1.35594 1.53344 -1.250 1.458 -0.281 0.11
H 1.30850 -2.53253 0.36302 -0.152 0.276 -0.031 0.17
C -1.46561 0.78630 -0.92918 -0.519 1.549 3.046 -0.01
H -1.56219 0.77625 1.45206 -0.241 0.869 -1.042 0.15
H 3.06041 -1.25410 0.67029 0.219 0.392 -0.475 0.07
C -0.57596 -2.58143 -0.63354 -1.065 0.078 -0.693 -0.07
N 2.43752 0.64097 -0.23927 0.376 -0.759 1.237 -0.10
H 1.52396 0.16662 1.63880 -0.577 -0.230 -0.710 0.14
H 0.67594 1.38973 0.65185 0.192 -0.871 -0.172 0.13
H -3.83866 1.67157 -0.40892 -0.626 0.771 0.851 0.11
H 4.38210 -0.26052 -0.02200 -0.731 -0.214 -0.189 0.10
C 0.31772 -0.66631 -0.01120 0.389 -0.395 0.007 -0.15
N -0.83982 -0.50973 -0.64651 0.309 1.196 -0.496 -0.08
H 3.24370 -1.07832 -1.15984 0.202 0.028 0.917 0.09
```
Forces are in eV/Å.

Its total energy is -15467.736 eV. As for the net charge: +1. As for the energy above the lowest of the compared OMol25 structures with the same formula, charge and spin: 67.0 kcal per mole. Its spin multiplicity is 1. Its SMILES is CNCc1[nH]cn[n+]1C[C@@H]1CO1.


This record from OMol25 describes 2 unconnected molecules or ions with the total composition C7H13N4O at a distorted geometry. The level of theory is ωB97M-V/def2-TZVPD.

The geometry in XYZ format:
```
25
Properties=species:S:1:pos:R:3:forces:R:3:lowdin_charge:R:1
H 1.91298 2.70712 -0.56774 -0.037 -0.053 0.086 0.10
H -1.69093 2.47664 -0.48961 0.050 -0.135 -0.007 0.11
C -1.78994 1.42083 -0.73334 -0.450 0.377 -0.777 0.01
H 0.00764 -1.62116 1.96894 -0.086 0.179 -0.026 0.13
H 0.94404 2.09110 0.79710 0.134 -0.016 -0.026 0.09
C -0.73896 -1.65221 1.17855 -0.038 -0.085 0.953 -0.11
N -0.39153 -2.49957 0.02947 0.229 -0.215 -0.068 -0.03
N 2.32850 -1.33944 -0.30487 -0.002 0.662 0.208 0.03
C 1.93351 2.10269 0.34179 -0.149 0.669 0.096 0.00
C -0.91219 -1.49647 -0.90739 -0.135 -0.118 -0.903 -0.13
H 2.06810 -2.31358 -0.38698 -0.057 0.161 0.060 0.15
H 2.64388 2.55047 1.03919 -0.111 -0.076 -0.034 0.11
C 3.56803 0.34633 -0.36744 -0.010 -0.412 -0.061 -0.11
H -1.23380 1.17924 -1.64186 0.076 0.015 0.162 0.11
N 2.32536 0.75337 0.03388 0.178 -0.950 -0.074 -0.10
C -0.85667 -0.50339 0.21713 1.431 0.220 0.183 -0.23
H 4.40994 0.99480 -0.49483 0.207 0.140 -0.012 0.14
H -0.29756 -1.34140 -1.79370 -0.092 0.164 0.015 0.13
H -1.95136 -1.65902 -1.22982 -0.019 0.068 0.131 0.15
N 3.58256 -0.93004 -0.57482 1.051 -0.201 -0.323 0.09
H -2.84850 1.18286 -0.88015 0.204 0.031 0.069 0.12
C 1.54547 -0.34350 0.08019 -2.388 0.301 -0.038 -0.03
H -0.80655 -3.42215 -0.00104 -0.163 0.147 -0.006 0.13
O -1.30918 0.68580 0.39167 0.254 -0.946 0.551 0.00
H -1.71332 -1.87193 1.63590 -0.079 0.075 -0.159 0.15
```
Forces are in eV/Å.

Its total energy is -15468.051 eV. As for the net charge: +1. As for the energy above the lowest of the compared OMol25 structures with the same formula, charge and spin: 59.8 kcal per mole. Its spin multiplicity is 1.


This record from OMol25 describes 2 unconnected molecules or ions with the total composition C7H13N5 at a distorted geometry. The level of theory is ωB97M-V/def2-TZVPD.

The geometry in XYZ format:
```
25
Properties=species:S:1:pos:R:3:forces:R:3:lowdin_charge:R:1
C -3.89915 1.06422 -0.20748 1.045 0.138 -0.151 -0.30
N 6.81698 0.32059 -0.59680 -0.185 -0.400 -0.193 -0.04
N 2.55884 -0.64356 0.96377 0.298 0.024 0.480 -0.03
N 5.41654 0.52135 -0.69410 -0.500 0.195 1.251 -0.07
H -4.56089 2.83998 0.57603 0.022 -0.015 0.017 0.06
C -2.62959 -1.57263 -0.12375 1.178 0.008 0.697 -0.15
C 1.30712 -0.43484 0.91018 0.967 1.296 -0.704 -0.07
H -3.48364 1.59287 -1.08597 -0.122 0.016 0.376 0.13
C -3.97683 -1.41419 -0.50995 -0.895 0.155 -0.453 -0.13
H 7.21774 0.70990 -1.44200 -0.066 -0.065 0.061 0.06
H 7.00556 -0.68253 -0.61604 0.110 0.178 0.041 0.07
H -5.20012 1.52276 1.32379 0.223 0.264 -0.677 0.08
H 5.12756 -0.67283 0.99856 0.033 0.394 0.420 0.12
H -5.48224 -0.10548 -1.17297 -0.069 -0.036 0.276 0.11
H -0.43144 -1.90246 0.23702 -0.244 0.095 0.009 0.00
C 4.73756 0.05783 0.29147 0.859 -0.762 -1.320 -0.24
C -4.51190 -0.19756 -0.69354 -0.295 -0.729 0.223 -0.10
H -3.03406 0.80470 0.45683 -0.584 0.308 -0.468 0.11
N -4.91512 1.90727 0.41079 -0.270 -0.208 0.607 -0.02
H 0.59372 -1.05880 1.39502 0.230 -0.447 0.533 0.02
N 3.37917 0.31009 0.34814 -1.153 -0.328 -0.889 -0.05
H 0.91284 0.44747 0.38627 -0.045 -0.192 0.059 0.09
H 3.06017 0.53657 -0.60205 -0.087 0.398 0.589 0.13
H -4.55264 -2.32422 -0.71576 0.304 0.404 -0.202 0.11
C -1.45617 -1.62651 0.16254 -0.753 -0.689 -0.580 0.11
```
Forces are in eV/Å.

Its total energy is -14914.776 eV. As for the energy above the lowest of the compared OMol25 structures with the same formula, charge and spin: 72.2 kcal per mole. Its spin multiplicity is 1. Its SMILES is C#C/C=C\CN.C=NN/C=N/N.


This record from OMol25 describes a molecular structure, C7H13NO at a distorted geometry. The level of theory is ωB97M-V/def2-TZVPD.

The geometry in XYZ format:
```
22
Properties=species:S:1:pos:R:3:forces:R:3:lowdin_charge:R:1
C 0.12385 -1.11240 0.71356 -2.778 0.658 -0.096 -0.11
N -1.83738 0.47796 0.36048 -0.167 1.149 -0.150 -0.28
H 1.26632 1.60999 -1.16851 -0.099 0.129 -0.032 0.10
H 1.89796 -0.07713 -1.25727 0.039 -0.131 -0.003 0.10
H 0.29605 -1.81664 -1.31093 -0.029 0.006 -0.044 0.08
H -1.27259 0.19409 -1.68628 0.045 -0.032 -0.037 0.08
O -1.67549 -0.80888 0.75473 2.864 -1.379 0.052 -0.11
C -2.08019 0.60888 -1.07165 0.054 -0.218 0.182 -0.06
C 1.91954 0.79303 0.78642 -0.028 -0.084 0.120 -0.07
H 2.02102 1.77432 1.22529 -0.060 0.109 0.040 0.10
H 2.65359 0.08410 1.13824 0.048 -0.121 -0.007 0.10
H 1.46337 -2.49133 -0.15818 0.067 -0.092 -0.086 0.09
H 0.23463 -1.44199 1.74271 -0.003 0.043 0.009 0.14
C 0.53647 0.29876 0.47272 -0.052 0.156 0.126 -0.41
H -3.01246 0.09320 -1.30480 0.101 0.046 -0.040 0.08
H -0.74092 1.28677 1.91260 0.062 0.001 -0.100 0.13
H -2.19249 1.67048 -1.28948 -0.051 -0.013 -0.079 0.08
H -0.21524 -3.03757 -0.13281 -0.021 -0.091 0.017 0.08
C 1.46277 0.69198 -0.63766 -0.001 -0.022 -0.178 -0.09
C 0.42540 -2.17542 -0.29337 -0.023 0.157 0.145 -0.06
C -0.66815 1.19185 0.82320 -0.008 -0.272 0.180 -0.11
H -0.60608 2.18596 0.38101 0.039 0.002 -0.020 0.13
```
Forces are in eV/Å.

Its total energy is -11004.054 eV. As for the energy above the lowest of the compared OMol25 structures with the same formula, charge and spin: 85.3 kcal per mole. Its spin multiplicity is 1.


This record from OMol25 describes a single C7H13NO molecule at a distorted geometry. The level of theory is ωB97M-V/def2-TZVPD.

The geometry in XYZ format:
```
22
Properties=species:S:1:pos:R:3:forces:R:3:lowdin_charge:R:1
H -1.51679 0.29353 2.03681 -0.056 -0.074 -0.176 0.09
H -0.82496 2.26585 -0.93545 -0.210 0.068 -0.089 0.11
H 0.06964 -1.78346 1.22784 -0.038 -0.008 0.018 0.08
H 1.16195 0.19660 -2.42942 0.020 0.044 -0.012 0.09
H -2.96710 1.56894 -0.10480 -0.091 -0.326 -0.298 0.11
C 0.37122 0.83671 0.13400 0.135 -2.597 -0.430 -0.23
H 2.26710 0.69118 1.04295 0.105 -0.152 0.000 0.06
N -2.24805 0.21003 1.34126 -0.196 -0.298 -0.318 0.05
H -1.56108 -0.57392 -0.63169 2.402 -1.450 -1.616 0.11
H 1.78490 -1.48149 0.91006 0.088 0.014 0.056 0.07
H 1.54673 -1.51584 -2.24742 0.049 -0.089 -0.076 0.08
H 0.91641 -2.70332 -0.02628 -0.008 -0.037 0.013 0.09
H 1.34491 2.24891 1.33309 -0.068 0.026 0.129 0.06
C 1.36373 1.26044 0.89353 0.215 0.393 -0.057 0.05
C -0.86437 1.52143 -0.15122 -1.256 -0.306 -0.774 -0.09
C 1.47356 -0.56674 -1.71839 -0.316 -0.202 0.127 -0.03
C 0.43049 -0.69650 -0.60782 0.938 2.148 1.489 -0.57
H -3.17036 0.24491 1.75279 0.200 -0.061 -0.120 0.09
O -0.77992 -1.01930 -1.17300 -2.642 0.700 0.803 -0.06
C -2.07816 1.03667 0.21406 0.756 2.119 1.589 -0.21
C 0.83076 -1.72609 0.45154 -0.046 0.073 -0.276 -0.03
H 2.44940 -0.30853 -1.31245 0.020 0.013 0.018 0.08
```
Forces are in eV/Å.

Its total energy is -11005.660 eV. As for the energy above the lowest of the compared OMol25 structures with the same formula, charge and spin: 48.3 kcal per mole. Its spin multiplicity is 1. Its SMILES is C=C(/C=C\N)C(C)(C)O.


This record from OMol25 describes a single C7H13NO molecule at a distorted geometry. The level of theory is ωB97M-V/def2-TZVPD.

The geometry in XYZ format:
```
22
Properties=species:S:1:pos:R:3:forces:R:3:lowdin_charge:R:1
C 1.29220 -0.98290 1.20064 -0.112 1.802 -2.674 -0.05
H 1.68147 -2.02380 -1.04675 -2.371 0.434 0.045 0.17
H -1.50736 1.97413 -0.77290 -3.559 0.590 0.517 0.06
N 0.62023 -2.04324 -0.86128 1.639 -0.608 -0.200 -0.06
H -0.94127 -2.67717 1.27364 -0.514 -0.892 0.552 0.06
C -0.38874 -0.48899 -2.31965 -0.116 0.551 -0.997 -0.14
C -0.53532 1.77896 -0.94664 3.472 1.411 -2.018 -0.28
C 0.18993 -1.33766 0.25335 -0.430 0.763 -3.197 -0.39
H -0.56063 -0.40544 -3.42269 0.117 -0.263 1.129 0.12
H -1.71190 -0.97410 1.36783 0.941 -1.993 -1.606 0.13
H -0.22955 2.46939 -1.79098 -0.371 -0.461 0.633 0.13
H -0.08707 1.63922 1.16571 0.408 0.224 -0.312 0.06
C 0.24106 2.20958 0.28090 0.558 1.846 1.479 -0.13
O -0.13738 -1.91795 -2.03350 0.697 0.461 0.871 -0.14
C -1.17969 -1.80755 0.70128 0.152 3.001 0.219 -0.04
H 1.48273 -1.85870 1.77378 0.702 -0.478 0.821 0.07
C -0.37097 0.40804 -1.39480 0.798 -2.582 2.174 -0.03
H 0.82223 -0.16150 1.75464 0.961 -0.231 0.426 0.06
H 2.16051 -0.60320 0.48406 -1.458 -0.764 2.162 0.13
H 1.31768 2.25018 0.18390 0.500 -1.349 -0.282 0.06
H -1.63867 -2.01319 -0.27840 -0.653 -0.118 0.951 0.08
H 0.24160 3.32460 0.58425 -1.360 -1.343 -0.696 0.10
```
Forces are in eV/Å.

Its total energy is -11001.272 eV. As for the energy above the lowest of the compared OMol25 structures with the same formula, charge and spin: 149.5 kcal per mole. Its spin multiplicity is 1.